# 1
Entry from the Open Molecules 2025 dataset: a molecular structure, C36H68Cl6GeN3O4PSSi6Tc (ωB97M-V/def2-TZVPD).

The geometry in XYZ format:
```
127
Properties=species:S:1:pos:R:3:mulliken_spin:R:1
Tc 0.73007 0.03468 0.52384 2.25
C 3.72667 5.00765 6.57772 0.00
C 2.65013 4.28804 5.80947 0.00
C 1.83209 4.96416 4.91536 0.00
C 0.87297 4.28747 4.17066 0.00
C 0.73063 2.92146 4.31981 0.00
C 1.50960 2.23387 5.24260 0.00
C 2.46592 2.91509 5.97135 0.00
S -0.48715 2.02441 3.38796 -0.01
O -1.25596 3.00713 2.64240 0.00
O -1.21954 1.26984 4.37444 0.00
O 0.30268 1.13725 2.48045 0.01
H 3.65414 6.08705 6.43916 0.00
H 4.71804 4.69373 6.24282 0.00
H 3.66155 4.79659 7.64744 0.00
H 1.95361 6.03388 4.78197 0.00
H 0.23867 4.81047 3.46970 0.00
H 1.36568 1.16987 5.37067 0.00
H 3.09071 2.37044 6.67132 0.00
C -3.43313 -1.50611 -0.52597 0.00
Ge -2.99502 0.28095 0.15644 0.02
C -4.54418 1.28168 -0.62881 0.00
C -3.42301 0.33191 2.05345 0.00
C -1.25071 1.17198 -0.24259 0.06
H -4.19165 -1.42497 -1.30767 0.00
H -3.83506 -2.08298 0.30999 0.00
H -2.57360 -2.03607 -0.91352 -0.01
H -5.42462 0.80574 -0.18735 0.00
H -4.62193 1.15684 -1.71025 0.00
H -4.58253 2.34542 -0.37838 0.00
H -4.51259 0.30960 2.14516 0.00
H -3.05148 1.23080 2.53846 0.00
H -3.00542 -0.53119 2.56914 0.01
H -1.11162 1.67634 0.73073 -0.04
C 5.19730 -0.34227 -1.73350 0.00
Si 3.63972 -0.34528 -2.79604 0.02
C 4.14471 -1.50710 -4.20757 -0.01
C 3.58585 1.31037 -3.72978 0.00
Si 1.60151 -1.03749 -1.69399 -0.22
Si 0.20195 -0.95019 -3.66003 0.03
C 0.56070 0.41263 -4.93227 0.00
C 0.25486 -2.45530 -4.80728 0.00
C -1.64907 -0.82666 -3.35287 0.00
Si 2.07967 -3.41908 -1.77390 0.03
C 3.71345 -3.85096 -0.93919 0.00
C 2.23355 -4.31032 -3.45544 0.00
C 0.75829 -4.51776 -1.01407 0.02
H 6.05941 -0.42134 -2.40636 0.00
H 5.23329 -1.17232 -1.03139 0.00
H 5.29341 0.57070 -1.15189 0.00
H 4.99437 -1.01539 -4.69541 0.00
H 3.36544 -1.65163 -4.95935 0.00
H 4.47924 -2.48290 -3.85889 0.00
H 4.59434 1.73634 -3.69552 0.00
H 2.90775 2.04979 -3.30899 0.00
H 3.33080 1.15921 -4.77928 0.00
H 1.53401 0.28365 -5.40347 0.00
H 0.51841 1.43085 -4.55862 0.00
H -0.20319 0.30857 -5.71123 0.00
H 1.24674 -2.69935 -5.18528 0.00
H -0.38536 -2.20908 -5.66200 0.00
H -0.15571 -3.34573 -4.32912 0.00
H -1.91208 -0.13884 -2.55434 0.00
H -2.05250 -1.80232 -3.08278 0.00
H -2.14206 -0.51051 -4.27951 0.00
H 4.55131 -3.24594 -1.28555 0.00
H 3.93751 -4.89938 -1.16559 0.00
H 3.65464 -3.74196 0.14158 0.00
H 2.77271 -3.81084 -4.25127 0.00
H 1.25515 -4.60062 -3.83782 0.00
H 2.77304 -5.23227 -3.21109 0.00
H 0.61290 -4.34478 0.04857 -0.02
H 1.06349 -5.56051 -1.16002 0.00
H -0.19864 -4.37857 -1.52487 0.00
Cl 1.93577 -3.32458 2.13124 0.00
Si 2.33857 -1.25936 1.89366 -0.06
Cl 2.47235 -0.76300 3.94021 0.00
Cl 4.39493 -1.33290 1.41721 0.00
C -0.38202 5.41934 -1.94793 0.00
N -1.73853 5.24831 -1.41686 0.00
C -2.65524 5.03465 -2.52981 0.00
N -2.28252 3.93294 -3.41708 0.00
C -0.92331 4.17411 -3.89735 0.00
N 0.05571 4.33885 -2.83393 0.00
C 0.24843 3.09280 -2.07409 0.01
P -1.29611 2.56996 -1.25439 -0.02
C -1.80841 4.13412 -0.45697 0.00
C -2.39475 2.63346 -2.73408 0.00
H 0.31757 5.49861 -1.11653 0.00
H -0.36570 6.35029 -2.52111 0.00
H -2.67738 5.94826 -3.13048 0.00
H -3.65737 4.85010 -2.13602 0.00
H -0.93857 5.09171 -4.49223 0.00
H -0.62404 3.34954 -4.54372 0.00
H 1.02313 3.25199 -1.33401 -0.01
H 0.58816 2.28568 -2.72070 -0.01
H -1.17279 4.31243 0.40950 0.00
H -2.83198 4.02359 -0.08948 0.00
H -3.42804 2.49483 -2.42833 0.00
H -2.13801 1.83152 -3.42810 0.00
C -4.12978 -5.42155 5.09550 -0.01
C -3.30270 -4.69518 4.06981 0.18
C -3.19766 -5.14969 2.75781 -0.10
C -2.46407 -4.48142 1.79297 0.13
C -2.41204 -5.08242 0.41366 0.03
C -1.78503 -3.26004 2.11692 -0.01
C -1.11030 -2.56072 1.07927 0.31
O -0.81040 -1.28369 1.05494 0.21
C -1.83669 -2.83382 3.48117 0.16
C -0.98689 -1.70446 3.99194 0.00
C -2.59557 -3.53993 4.39648 -0.09
H -4.55208 -6.33854 4.67917 0.00
H -4.96161 -4.80729 5.45447 0.01
H -3.53549 -5.69794 5.97171 0.01
H -3.72089 -6.05862 2.46960 0.00
H -3.11220 -5.91718 0.34593 0.00
H -1.41600 -5.46136 0.17642 0.01
H -2.67160 -4.35860 -0.36317 0.00
H -0.95866 -3.09729 0.14568 0.09
H -0.74408 -0.97609 3.22824 0.00
H -0.04157 -2.10445 4.36994 0.01
H -1.48201 -1.17496 4.80618 0.01
H -2.61458 -3.17710 5.42196 0.00
Cl 3.63377 2.03873 2.29982 -0.01
Si 2.29255 1.95230 0.68395 -0.03
Cl 1.41948 3.90949 0.98643 -0.01
Cl 3.60133 2.59613 -0.86802 -0.01
```

Calculated values
- spin multiplicity = 4
- LUMO (alpha / beta) (eV) = 3.9276 / 3.9267
- HOMO (alpha / beta) (eV) = -0.66 / -3.01
- largest force on an atom (eV Å⁻¹) = 0.62
- charge = -2
- energy (eV) = -252348.2663


# 2
Entry from the Open Molecules 2025 dataset: a single CH2IN5 molecule (ωB97M-V/def2-TZVPD).

The geometry in XYZ format:
```
9
Properties=species:S:1:pos:R:3:nbo_charge:R:1
C -1.75012 0.29697 1.22369 0.00
N -1.41198 -0.83440 1.00446 -0.13
N -0.52489 -1.72536 0.75695 -0.14
N 0.56690 -1.28380 0.09026 -0.14
N 0.56084 -0.04012 -0.20995 -0.06
N 1.52608 0.44931 -0.87958 -0.58
I -2.98701 1.62135 0.37549 0.27
H 1.65027 1.56773 -0.96864 0.40
H 2.36992 -0.05167 -1.39267 0.38
```

Calculated values
- LUMO (alpha / beta) (eV) = -0.6068 / -0.6065
- HOMO (alpha / beta) (eV) = -7.83 / -7.83
- largest force on an atom (eV Å⁻¹) = 6.90
- energy (eV) = -16614.2463


# 3
Entry from the Open Molecules 2025 dataset: 2 unconnected molecules or ions with the total composition C2H8S4 (ωB97M-V/def2-TZVPD).

The geometry in XYZ format:
```
14
Properties=species:S:1:pos:R:3:nbo_charge:R:1
C 0.47259 2.02209 1.07942 -0.73
S -0.82730 3.34128 0.87531 0.03
S -2.03084 3.04843 -0.69900 -0.09
H 0.59155 1.97804 2.13313 0.22
H 0.12110 1.08107 0.75245 0.22
H 1.44633 2.25992 0.46486 0.22
H -2.85327 2.37634 0.00476 0.11
C 1.19641 -2.68339 -1.29887 -0.69
S -0.03573 -1.23271 -1.02898 0.02
S -1.39845 -2.02727 0.30013 -0.14
H 2.17026 -2.23222 -1.56357 0.23
H 1.20331 -3.29592 -0.37782 0.23
H 0.73868 -3.22260 -2.08328 0.21
H -0.79467 -1.41307 1.44146 0.14
```

Calculated values
- structure (SMILES) = CSS.CSS
- LUMO (eV) = 0.4572
- HOMO (eV) = -8.95
- largest force on an atom (eV Å⁻¹) = 3.02
- energy (eV) = -45543.9541


# 4
Entry from the Open Molecules 2025 dataset: 2 unconnected molecules or ions with the total composition H3OPS2 (ωB97M-V/def2-TZVPD).

The geometry in XYZ format:
```
7
Properties=species:S:1:pos:R:3:nbo_charge:R:1
O 0.48486 -1.95837 0.94304 -1.06
P 0.52643 -0.57990 1.79905 0.84
S -1.16060 2.66916 -2.25103 -0.07
S 0.78366 0.80653 0.23037 -0.31
H 0.65822 -2.17462 -0.00318 0.53
H -0.95461 -0.66733 2.18529 -0.02
H -0.33795 1.90452 -2.90354 0.08
```

Calculated values
- spin multiplicity = 3
- LUMO (alpha / beta) (eV) = 0.6122 / -2.6388
- HOMO (alpha / beta) (eV) = -9.15 / -9.47
- largest force on an atom (eV Å⁻¹) = 2.69
- energy (eV) = -33052.8039


# 5
Entry from the Open Molecules 2025 dataset: 2 unconnected molecules or ions with the total composition C2H7N3 (ωB97M-V/def2-TZVPD).

The geometry in XYZ format:
```
12
Properties=species:S:1:pos:R:3:nbo_charge:R:1
C -1.02551 -2.72514 0.21641 -0.04
C 0.42035 1.95299 0.82695 -0.15
N -0.10890 -1.94214 0.54889 -0.59
N 0.59391 1.09177 -0.06925 -0.24
N 1.10421 1.39556 -1.33517 -0.64
H -1.99717 -2.35013 0.18719 0.13
H -0.89750 -3.69766 -0.18047 0.15
H -0.10743 1.57459 1.74535 0.19
H 0.70805 3.04892 0.72049 0.15
H -0.38424 -1.14751 1.10764 0.35
H 0.71203 2.14297 -1.78540 0.34
H 0.98221 0.65579 -1.98264 0.36
```

Calculated values
- structure (SMILES) = C=NN.C=N
- LUMO (eV) = 1.0953
- HOMO (eV) = -9.10
- largest force on an atom (eV Å⁻¹) = 3.25
- energy (eV) = -6654.7913


Energy above the lowest of the compared OMol25 structures with the same formula, charge and spin, record by record: 0.000, 2.837, 0.786, 0.490, 3.165 eV